Entry from OMol25: a cluster of 16 separate species, C61H145Cl10N5O29P6 in total (wB97M-V/def2-TZVPD).

Last column: Löwdin charge in e.
Cartesian coordinates (Å):
C: 0.63408 -0.74753 3.98085  -0.396
O: 0.91194 -1.00007 5.10506  0.045
N: -0.56177 -0.22896 3.50202  -0.158
C: -0.78019 -0.25968 1.95610  -0.015
C: -1.58100 0.17670 4.46760  -0.044
H: 1.37196 -0.77358 3.16412  0.105
H: -0.59744 0.77791 1.67662  0.069
H: -1.71969 -0.72092 1.65162  0.084
H: 0.03718 -0.74138 1.41946  0.056
H: -2.11128 0.98647 3.96642  0.082
H: -2.15705 -0.72298 4.68405  0.088
H: -1.07605 0.63350 5.31874  0.078
C: 0.08880 -4.16865 1.52522  -0.374
O: 0.88551 -3.40763 2.05110  0.005
N: -0.96812 -4.71951 2.06201  -0.203
C: -1.68856 -5.72206 1.34710  -0.040
C: -1.36373 -4.49597 3.40251  -0.029
H: 0.13687 -4.45464 0.46310  0.122
H: -1.19082 -6.02504 0.42593  0.090
H: -2.67246 -5.32937 1.09051  0.082
H: -1.93795 -6.56238 1.99499  0.098
H: -2.42847 -4.59884 3.61193  0.096
H: -0.93363 -5.37788 3.87725  0.101
H: -0.87827 -3.64717 3.88415  0.093
C: -7.16191 1.24651 -2.91453  -0.307
O: -7.51172 0.08203 -3.17364  -0.023
N: -6.07469 1.58489 -2.12382  -0.164
C: -6.00064 3.01831 -1.64954  -0.026
C: -5.18510 0.54908 -1.62737  -0.051
H: -7.66900 2.16987 -3.23464  0.127
H: -6.92484 3.58930 -1.73859  0.082
H: -5.29964 3.54189 -2.29959  0.068
H: -5.48529 3.07289 -0.69062  0.072
H: -4.37522 0.73610 -2.33250  0.069
H: -4.91589 0.75374 -0.59115  0.090
H: -5.49729 -0.47789 -1.81700  0.070
C: -1.69641 -6.85746 -3.19130  -0.275
O: -2.35554 -7.93015 -3.10849  -0.031
N: -0.31096 -6.79305 -3.05616  -0.188
C: 0.39336 -5.50777 -2.76554  -0.053
C: 0.54048 -7.96919 -3.22964  -0.050
H: -2.02326 -5.80611 -3.19945  0.116
H: 1.38505 -5.55306 -2.31543  0.072
H: -0.12866 -4.72271 -2.21848  0.063
H: 0.50962 -5.10952 -3.77349  0.079
H: 0.03093 -8.86516 -3.58416  0.090
H: 1.40382 -7.76540 -3.86306  0.082
H: 0.95541 -8.06810 -2.22657  0.082
C: -1.73204 3.12882 -4.91195  -0.291
O: -2.36088 2.02443 -4.74134  -0.063
N: -2.32742 4.29148 -5.30173  -0.194
C: -1.65751 5.53337 -5.58766  -0.060
C: -3.80226 4.33528 -5.32415  -0.041
H: -0.66297 3.31894 -4.72986  0.093
H: -1.40980 6.10953 -4.69616  0.077
H: -2.26551 6.13207 -6.26588  0.095
H: -0.66550 5.29922 -5.97393  0.089
H: -4.48272 3.55846 -4.97535  0.079
H: -3.99378 5.22127 -4.71881  0.084
H: -4.03766 4.39180 -6.38693  0.092
Cl: 1.15692 2.27363 -7.93789  0.567
C: 1.44360 1.12194 -6.65343  -0.734
C: 0.70618 -0.21053 -6.81344  -0.684
Cl: 1.42370 -1.14737 -8.08152  0.583
H: 1.25775 1.53173 -5.66065  0.050
H: 2.49671 0.85307 -6.73577  0.034
H: -0.29012 -0.06577 -7.23119  0.053
H: 0.77617 -0.79157 -5.89388  0.057
Cl: 5.77451 -6.07518 2.16411  0.540
C: 4.08371 -5.53522 1.75026  -0.623
C: 3.85214 -5.50947 0.18334  -0.631
Cl: 4.93843 -4.25159 -0.39117  0.578
H: 3.75342 -4.56023 2.10859  0.054
H: 3.30549 -6.18568 2.14949  0.067
H: 2.81902 -5.27021 -0.06868  0.049
H: 4.12894 -6.41632 -0.35435  0.063
Cl: 0.78533 4.68263 -2.72400  0.615
C: 2.01921 4.17528 -1.49831  -0.583
C: 2.94993 5.37139 -1.16646  -0.648
Cl: 3.99278 5.12556 0.23674  0.566
H: 2.40558 3.18764 -1.75008  0.048
H: 1.50822 4.04318 -0.54461  0.055
H: 2.45751 6.30704 -0.90157  0.065
H: 3.75100 5.56432 -1.88001  0.042
Cl: 3.85345 3.34582 -5.68069  0.542
C: 5.37021 3.59736 -4.73477  -0.599
C: 5.69109 2.39108 -3.71592  -0.660
Cl: 5.72858 0.85586 -4.54753  0.591
H: 5.14693 4.40502 -4.03768  0.045
H: 6.22686 3.85505 -5.35754  0.070
H: 4.96969 2.39738 -2.89883  0.051
H: 6.61970 2.69809 -3.23476  0.069
Cl: 5.90292 1.36251 0.52830  0.607
C: 7.61864 1.64503 0.95401  -0.645
C: 7.93201 2.94914 1.70841  -0.627
Cl: 7.66534 2.72434 3.46005  0.561
H: 8.29387 1.46040 0.11850  0.075
H: 8.02777 0.87687 1.61024  0.041
H: 7.50074 3.86046 1.29414  0.070
H: 9.00483 3.10737 1.59831  0.068
C: 6.04503 0.44075 6.52159  -0.080
C: 7.33783 -0.27519 6.71124  -0.278
O: 7.26751 -1.68442 6.54226  -0.168
P: 7.46262 -2.35564 5.07240  0.503
O: 7.78033 -3.80627 5.00750  -0.232
O: 6.10819 -1.88519 4.31159  -0.193
C: 5.92633 -2.27282 2.92517  -0.253
C: 4.78900 -1.47941 2.51999  -0.119
O: 8.51939 -1.39666 4.31151  -0.194
C: 9.79908 -1.85905 4.10576  -0.345
C: 10.00577 -2.07818 2.67817  -0.088
H: 6.22780 1.46761 6.83822  0.066
H: 5.60175 0.58132 5.53577  0.065
H: 5.22023 -0.14399 6.92886  0.094
H: 8.01157 0.08500 5.93380  0.100
H: 7.79187 -0.12281 7.69039  0.128
H: 6.70997 -1.68825 2.44320  0.113
H: 5.92850 -3.34452 2.72632  0.081
H: 4.61079 -1.47211 1.44468  0.071
H: 3.81074 -1.53258 2.99779  0.079
H: 4.99960 -0.44511 2.79195  0.059
H: 10.47644 -1.01647 4.24478  0.122
H: 10.13349 -2.73709 4.65831  0.129
H: 9.58489 -1.22709 2.14280  0.075
H: 11.03960 -1.92313 2.36955  0.080
H: 9.76174 -3.10373 2.40105  0.092
C: -0.91268 -5.70470 -7.62995  -0.092
C: -1.95957 -4.80182 -8.14610  -0.257
O: -3.11432 -4.93998 -7.23808  -0.208
P: -3.13181 -3.99350 -5.87258  0.485
O: -1.79385 -3.63109 -5.32984  -0.251
O: -4.13084 -2.83551 -6.27321  -0.179
C: -3.77859 -1.50882 -5.98858  -0.231
C: -4.00369 -1.20997 -4.43271  -0.041
O: -4.01713 -4.80519 -4.76365  -0.222
C: -5.33688 -5.30082 -5.25059  -0.246
C: -5.24630 -6.74959 -5.13100  -0.089
H: 0.04947 -5.62542 -8.13599  0.086
H: -0.58211 -5.23070 -6.70575  0.054
H: -1.34908 -6.68644 -7.44596  0.092
H: -1.63913 -3.76110 -8.19417  0.112
H: -2.21462 -5.06633 -9.17230  0.117
H: -2.79731 -1.20663 -6.35447  0.106
H: -4.47676 -0.88003 -6.54112  0.117
H: -4.90758 -1.71885 -4.09786  0.075
H: -3.23902 -1.60890 -3.76619  0.046
H: -3.86126 -0.14947 -4.22501  0.046
H: -6.16369 -4.76413 -4.78534  0.129
H: -5.30713 -5.10199 -6.32189  0.097
H: -5.23202 -7.08500 -4.09398  0.080
H: -6.10929 -7.27993 -5.53360  0.085
H: -4.41405 -7.12666 -5.72539  0.089
C: 2.78398 -2.39871 -2.68425  -0.064
C: 2.62051 -0.98926 -3.22513  -0.279
O: 2.58226 -0.14343 -2.09745  -0.178
P: 1.18283 0.63202 -1.75114  0.483
O: 0.70535 1.47113 -2.85403  -0.228
O: 0.15405 -0.49982 -1.32519  -0.169
C: -1.19125 -0.40181 -1.31826  -0.323
C: -1.71450 -1.84340 -1.26948  -0.036
O: 1.45766 1.35525 -0.31996  -0.202
C: 2.36788 0.94254 0.72773  -0.264
C: 2.38189 1.88044 1.91648  -0.067
H: 2.35542 -2.52504 -1.69004  0.073
H: 2.28188 -3.11061 -3.33938  0.066
H: 3.84932 -2.62460 -2.63797  0.052
H: 3.58369 -0.69592 -3.64267  0.069
H: 2.03805 -0.87955 -4.13990  0.105
H: -1.51885 0.19648 -0.46807  0.099
H: -1.57008 0.06807 -2.22589  0.115
H: -2.79497 -1.70661 -1.22529  0.070
H: -1.20194 -2.45171 -2.01470  0.084
H: -1.53629 -2.22436 -0.26389  0.056
H: 2.11820 -0.05519 1.08869  0.100
H: 3.37540 0.98619 0.31409  0.047
H: 1.35222 2.01584 2.24745  0.072
H: 2.92026 1.50555 2.78695  0.078
H: 2.90325 2.76809 1.55821  0.042
C: -7.51942 4.70482 1.71591  -0.049
C: -6.53367 5.63454 0.92519  -0.329
O: -5.29177 5.46005 1.44376  -0.201
P: -4.03258 6.04018 0.53062  0.603
O: -4.33658 7.30978 -0.21544  -0.250
O: -2.70668 6.13702 1.52731  -0.206
C: -2.69162 5.50564 2.85254  -0.254
C: -1.27689 5.76217 3.35038  -0.064
O: -3.69634 4.70847 -0.42379  -0.230
C: -2.65295 4.68366 -1.34729  -0.270
C: -1.91809 3.29975 -1.26154  -0.070
H: -8.48145 4.59705 1.21491  0.077
H: -7.11686 3.71630 1.93698  0.054
H: -7.49611 4.97326 2.77208  0.072
H: -6.64847 5.55256 -0.15565  0.108
H: -6.76152 6.65032 1.24821  0.119
H: -3.38129 5.88124 3.60844  0.115
H: -3.02320 4.48171 2.68010  0.110
H: -1.08134 6.83398 3.31753  0.090
H: -1.32761 5.35474 4.36010  0.078
H: -0.50404 5.18155 2.84672  0.072
H: -2.98206 4.93351 -2.35593  0.104
H: -1.91569 5.45224 -1.11533  0.100
H: -1.19074 3.13552 -0.46650  0.071
H: -2.58374 2.44600 -1.38838  0.054
H: -1.36523 2.95717 -2.13623  0.016
C: -4.80693 -4.42959 -1.52335  -0.022
C: -6.12761 -3.67364 -1.21987  -0.339
O: -6.05448 -3.09857 -0.02531  -0.184
P: -7.22209 -3.36733 1.08265  0.501
O: -7.93986 -4.61199 0.83939  -0.216
O: -6.49171 -3.06899 2.53316  -0.224
C: -6.81518 -3.79610 3.75194  -0.254
C: -8.20764 -3.49809 4.27520  -0.060
O: -8.29209 -2.15238 1.03175  -0.167
C: -7.96925 -0.83523 0.56428  -0.281
C: -7.24856 -0.13157 1.63091  -0.083
H: -4.04401 -3.78426 -1.95878  0.053
H: -4.44071 -4.72438 -0.53995  0.064
H: -4.88766 -5.32317 -2.14230  0.068
H: -6.45918 -2.83663 -1.83433  0.118
H: -6.89537 -4.44315 -1.30062  0.111
H: -6.50538 -4.83858 3.67867  0.116
H: -5.99307 -3.38928 4.34079  0.110
H: -8.88672 -3.77548 3.46897  0.072
H: -8.45733 -4.01781 5.20021  0.081
H: -8.35593 -2.42502 4.39615  0.079
H: -7.51616 -0.77683 -0.42537  0.095
H: -8.87697 -0.28092 0.32577  0.124
H: -7.94143 0.10406 2.43869  0.089
H: -6.35363 -0.71146 1.85656  0.075
H: -6.88438 0.87588 1.42960  0.065
C: 5.98694 6.10158 3.71310  -0.051
C: 4.82238 6.96062 4.31864  -0.297
O: 3.64722 6.27293 4.55938  -0.206
P: 2.96896 6.00808 6.04821  0.558
O: 2.39596 7.23620 6.68314  -0.239
O: 1.95291 4.64924 5.83872  -0.161
C: 2.44950 3.48973 5.30239  -0.382
C: 2.04544 2.26596 5.95835  -0.062
O: 4.23517 5.42222 6.75976  -0.207
C: 4.15811 4.98459 8.08701  -0.269
C: 4.67086 3.58822 8.04083  -0.069
H: 6.32824 6.92496 3.08568  0.067
H: 6.71735 5.85182 4.48266  0.067
H: 5.60131 5.25712 3.14188  0.051
H: 5.09532 7.24649 5.33446  0.100
H: 4.64775 7.93266 3.85740  0.120
H: 2.02701 3.45006 4.29838  0.106
H: 3.52093 3.56495 5.11673  0.114
H: 2.48526 1.34909 5.56594  0.080
H: 2.37373 2.29306 6.99738  0.078
H: 0.98205 2.07974 5.80792  0.080
H: 4.82790 5.66986 8.60651  0.124
H: 3.24090 5.26964 8.60235  0.127
H: 5.72921 3.61718 8.29997  0.082
H: 4.12523 2.84134 8.61750  0.086
H: 4.71236 3.18276 7.02990  0.056

Forces on the atoms, in the same order (eV/Å):
-1.0 1.2 -2.8
0.1 -0.3 2.2
1.4 -1.2 -1.5
1.1 1.1 2.4
0.7 0.0 -1.5
0.1 -0.5 -0.1
-1.1 0.2 -0.5
0.0 0.3 0.3
0.0 -0.7 0.6
-0.7 -0.3 0.2
-0.5 0.5 0.6
-0.1 -0.5 0.2
1.2 0.9 -0.9
0.0 0.1 0.1
-1.1 0.1 -0.4
-1.4 -0.1 -0.3
0.8 -1.3 1.8
0.5 0.0 -0.2
0.1 -0.1 0.2
-0.2 0.1 -0.3
0.5 -0.3 0.0
-0.1 0.6 -0.5
-0.1 -0.1 1.0
-0.3 0.2 -0.4
0.8 -1.6 1.1
0.6 2.2 0.2
-3.4 0.8 -0.1
1.6 -1.2 -1.1
0.8 1.1 -1.0
-0.3 -0.3 -0.3
-0.2 -0.6 0.4
0.1 0.1 -0.2
-0.7 -0.1 0.3
1.1 -0.6 0.7
0.1 -0.2 0.0
-0.6 0.3 0.2
1.0 -2.1 1.7
1.5 3.2 -0.9
-0.9 -0.2 0.0
-0.5 0.0 -2.0
0.3 0.7 1.2
-1.1 -0.3 -0.2
-0.1 -0.9 0.0
-0.7 -0.6 0.2
0.5 0.7 0.1
-0.3 0.4 0.3
-0.2 0.2 -0.4
0.3 -1.0 0.0
-1.8 -1.6 0.1
2.1 3.4 -0.4
-1.2 -2.7 1.1
1.0 -0.3 0.4
0.3 1.0 -0.7
0.1 -0.8 -0.1
-0.5 0.2 0.3
0.3 -0.1 -0.1
-0.1 0.1 -0.6
1.2 -0.7 0.5
-0.8 0.3 -0.6
-0.6 0.8 0.0
-0.4 0.4 -0.3
0.6 -1.4 0.6
-0.5 1.2 -0.1
1.0 -1.1 -1.1
-0.2 0.3 -0.2
0.1 0.3 0.3
-0.3 0.1 1.0
-0.5 0.2 -0.1
-1.5 0.5 -0.1
-1.2 -0.7 -1.8
0.7 -0.2 1.5
0.2 0.7 -0.8
1.0 0.2 0.2
0.6 -0.6 0.3
0.0 0.2 0.2
0.0 -0.1 0.4
0.8 0.0 0.4
-0.5 1.3 1.2
0.9 -0.1 -1.0
0.3 -0.8 1.2
0.5 0.6 -0.4
-0.5 -0.3 -0.2
-0.5 -0.4 -0.6
-0.8 0.1 -0.7
0.8 0.1 0.3
-0.4 -1.2 1.9
-0.6 2.3 -1.1
0.3 -0.4 0.1
0.1 0.3 -0.3
-0.3 -0.3 -0.2
-0.3 -0.3 -0.3
0.4 -0.6 -0.3
0.8 0.2 0.2
1.0 0.0 0.7
0.6 -0.5 -0.8
-0.3 0.3 -0.2
-0.6 0.7 -0.7
-0.9 -0.4 0.3
-0.6 -0.2 0.4
0.1 -0.1 0.1
-1.2 0.1 -0.2
0.8 0.2 -1.3
0.0 -1.8 -1.5
-1.1 0.0 -0.2
-0.2 1.8 0.5
1.0 -1.3 1.5
1.3 1.0 0.7
-2.8 2.1 -0.9
-2.1 -0.5 1.3
2.8 0.8 -0.2
0.9 -0.5 -2.0
-0.6 -0.1 0.8
1.1 -0.4 -0.8
0.0 0.6 1.2
0.4 0.3 0.3
-0.3 0.1 0.0
0.8 -1.1 -0.6
0.1 0.1 0.3
0.1 -0.2 -0.1
-0.1 -1.2 0.3
0.5 0.2 -0.3
0.0 0.1 1.2
-0.5 0.2 0.5
-0.9 -0.5 -0.4
0.5 -0.4 0.5
-0.6 0.4 -0.7
1.2 0.7 1.2
-0.5 0.5 -0.2
0.1 1.2 1.1
0.3 -1.8 0.5
-1.3 -0.1 -0.7
0.6 -0.7 -0.7
-0.7 2.0 2.2
1.2 -0.4 -1.1
0.4 0.8 -1.4
1.5 1.0 -1.3
-0.9 -2.1 0.5
-0.3 -0.7 -0.9
-0.4 -0.5 0.7
0.6 -0.1 -0.2
0.0 0.1 0.2
-0.8 -0.1 0.2
0.2 -0.4 0.3
-0.2 -0.1 0.0
-0.4 0.7 -0.2
0.5 -0.6 -0.5
-0.9 0.2 -0.3
0.3 -0.1 0.3
-0.7 0.4 0.0
0.6 0.0 0.0
-0.4 0.3 -0.2
0.2 0.1 0.4
-0.3 -0.5 -0.6
2.7 -1.0 -0.6
-2.9 2.2 1.4
1.1 -0.6 0.8
0.1 0.2 0.6
4.0 -0.2 -0.3
-2.6 -0.7 -0.5
-0.3 1.5 1.6
-0.1 0.2 -1.0
0.8 -0.7 0.2
-0.5 0.3 -0.7
0.0 0.2 0.0
0.2 -0.2 -0.1
-0.2 -0.2 0.1
0.2 -0.2 -0.2
-1.4 0.5 0.9
-0.2 0.0 0.1
0.1 0.2 -0.2
-0.3 -0.8 -1.0
-0.7 0.0 -0.2
0.5 -0.3 0.0
0.0 -0.3 -0.5
-0.1 -0.6 -0.2
0.0 0.6 0.0
0.2 -0.4 -0.3
-0.5 0.5 0.5
1.4 -0.2 0.0
-3.7 0.5 1.1
5.4 -0.5 -0.6
0.6 0.2 -0.4
0.6 -2.4 1.3
-3.0 0.1 -0.8
0.7 -0.1 -1.0
-0.8 -1.2 0.4
-1.8 1.6 2.2
2.6 -0.9 -0.3
-0.5 -0.4 -1.3
-0.1 0.3 0.5
0.3 -0.5 -1.2
-0.9 1.0 -0.1
0.3 -0.2 0.0
-0.8 0.3 -0.7
-0.3 0.8 -0.6
0.6 -0.3 0.3
0.1 -0.2 0.2
0.5 0.5 0.4
-0.1 0.2 -0.3
-0.4 -0.4 -0.1
0.1 0.1 0.1
-0.5 0.4 0.5
-0.9 0.1 1.1
0.5 1.2 -0.5
0.1 0.9 0.1
-0.2 -2.1 -4.0
-0.6 1.8 6.3
-0.1 1.2 0.6
0.3 -0.5 0.6
-0.8 -0.9 -2.4
1.5 0.6 0.4
0.2 0.1 -0.9
0.8 -0.3 -1.0
-0.9 0.8 -1.1
1.0 1.2 0.7
0.0 0.0 -0.1
0.1 -0.2 0.0
-0.3 0.2 0.0
0.5 -0.4 -1.3
-0.4 0.1 0.3
-0.8 -0.2 -0.5
-0.4 0.1 0.8
-0.3 -0.3 0.2
0.1 -0.1 -0.1
0.2 0.0 0.2
0.7 -0.8 0.1
-0.6 -0.5 0.4
0.3 -0.8 0.6
-0.2 0.1 0.8
0.0 0.1 -0.9
-1.5 2.1 0.2
1.5 0.1 2.5
-3.5 -2.1 0.8
-0.7 0.6 -1.9
0.2 -2.5 -0.9
0.7 4.8 1.9
1.3 -0.2 -3.6
-0.4 -1.7 1.5
-0.3 0.7 -1.3
0.7 1.2 1.1
0.6 -1.3 0.4
1.1 -0.8 -0.6
-0.1 -0.3 -0.3
0.2 0.1 0.0
1.0 0.4 0.0
-0.3 -0.4 -0.8
0.1 0.0 -0.5
0.3 -0.1 0.3
0.4 0.2 -0.4
-0.6 -0.2 0.3
-0.2 0.2 0.7
0.5 -0.3 0.3
-0.7 -0.8 -0.5
0.0 -0.3 0.5
0.2 0.2 0.4
-0.5 0.3 -0.1

Values from the calculation:
Orbital gap, eV: 9.1
HOMO level, eV: -9.1
Spin multiplicity: 1
Total charge: 0